## 1
162
Properties=species:S:1:pos:R:3 method="wB97M-V/def2-TZVPD" gap_ev=7.50 homo_energy_ev=-20.444 total_charge=+6
C -3.88 -1.28 -0.83
C -5.06 -1.70 -1.61
O -5.36 -2.90 -1.67
N -5.88 -0.60 -2.30
H -5.38 0.28 -2.26
H -5.80 -0.76 -3.30
C -7.43 -0.58 -1.88
H -3.17 -2.07 -1.07
H -4.06 -1.12 0.23
H -3.44 -0.36 -1.19
H -7.91 0.40 -1.88
H -7.47 -1.07 -0.91
H -7.91 -1.17 -2.65
C 2.06 1.69 3.87
C 3.55 1.75 3.53
O 4.35 2.47 4.16
N 4.13 0.97 2.40
H 4.81 0.37 2.83
H 3.55 0.35 1.85
C 4.87 1.94 1.33
H 1.98 2.01 4.91
H 1.63 0.69 3.92
H 1.49 2.37 3.24
H 5.23 2.81 1.87
H 4.16 2.33 0.59
H 5.73 1.43 0.90
C -1.33 -0.63 3.97
C -1.20 -1.61 5.05
O -2.11 -2.41 5.35
N 0.19 -1.78 5.74
H 0.70 -2.54 5.31
H 0.70 -1.01 5.34
C 0.12 -1.85 7.32
H -2.31 -0.52 3.50
H -0.54 -0.94 3.29
H -1.21 0.35 4.43
H 1.19 -1.90 7.51
H -0.37 -2.78 7.62
H -0.21 -0.93 7.80
C 0.92 1.78 -3.53
C -0.17 0.77 -3.67
O -0.11 -0.30 -3.19
N -1.51 1.15 -4.32
H -1.35 1.46 -5.27
H -2.02 0.29 -4.42
C -2.48 1.98 -3.47
H 1.66 1.20 -2.98
H 0.53 2.56 -2.88
H 1.21 2.27 -4.46
H -3.49 1.84 -3.86
H -2.20 3.03 -3.45
H -2.32 1.47 -2.52
C -4.16 2.72 2.89
C -5.27 3.46 3.48
O -5.28 3.98 4.58
N -6.66 3.52 2.79
H -6.60 2.91 1.98
H -7.21 3.06 3.50
C -7.07 4.99 2.41
H -3.63 2.10 3.62
H -3.50 3.48 2.49
H -4.59 2.16 2.06
H -6.35 5.31 1.65
H -6.98 5.53 3.35
H -8.06 5.00 1.95
C -0.39 5.33 -2.16
C -0.82 6.30 -1.11
C -0.60 5.90 0.30
N -0.88 7.09 1.42
C -0.10 8.38 1.04
C -2.37 7.43 1.53
C -2.90 6.58 2.70
C -1.79 6.56 3.73
C -0.49 6.60 2.85
H 0.60 4.90 -1.99
H -0.14 5.86 -3.08
H -1.14 4.58 -2.42
H -1.87 6.60 -1.18
H -0.29 7.22 -1.35
H 0.38 5.44 0.45
H -1.18 5.00 0.48
H 0.94 8.06 1.07
H -0.12 9.11 1.85
H -0.42 8.56 0.02
H -2.49 8.49 1.76
H -2.93 7.28 0.61
H -3.82 6.97 3.13
H -3.15 5.58 2.35
H -1.89 7.44 4.36
H -1.89 5.73 4.44
H 0.33 7.14 3.33
H -0.10 5.60 2.70
C 3.06 -0.38 -1.13
C 4.36 -1.16 -1.20
C 4.67 -1.79 -2.54
N 5.74 -2.93 -2.41
C 5.22 -4.15 -1.54
C 7.09 -2.50 -1.82
C 7.81 -1.81 -3.01
C 7.14 -2.31 -4.27
C 6.18 -3.36 -3.77
H 2.90 -0.30 -0.06
H 2.08 -0.81 -1.35
H 3.22 0.60 -1.57
H 4.28 -1.97 -0.47
H 5.12 -0.41 -0.98
H 5.05 -1.09 -3.27
H 3.94 -2.27 -3.19
H 5.27 -3.81 -0.51
H 5.97 -4.90 -1.80
H 4.26 -4.49 -1.92
H 7.68 -3.40 -1.65
H 6.93 -1.96 -0.89
H 8.88 -2.05 -2.96
H 7.73 -0.72 -3.05
H 7.82 -2.70 -5.03
H 6.62 -1.47 -4.74
H 6.52 -4.40 -3.74
H 5.27 -3.32 -4.36
C 0.68 -8.23 0.25
C 0.55 -7.57 -1.08
C -0.81 -6.81 -1.20
N -0.95 -5.90 -2.45
C -0.80 -6.63 -3.78
C 0.16 -4.78 -2.35
C -0.39 -3.52 -3.10
C -1.88 -3.84 -3.32
C -2.18 -5.01 -2.49
H 0.93 -7.59 1.09
H 1.37 -9.08 0.18
H -0.19 -8.78 0.63
H 0.67 -8.24 -1.93
H 1.29 -6.77 -1.10
H -0.91 -6.09 -0.38
H -1.73 -7.38 -1.22
H -0.09 -7.45 -3.79
H -0.86 -5.91 -4.60
H -1.72 -7.21 -3.90
H 1.09 -5.21 -2.74
H 0.30 -4.63 -1.28
H 0.07 -3.39 -4.08
H -0.19 -2.63 -2.51
H -2.07 -4.09 -4.36
H -2.50 -3.03 -2.94
H -3.09 -5.49 -2.85
H -2.41 -4.65 -1.49
C -0.55 0.27 0.47
F 0.34 -0.43 1.16
F -0.54 -0.25 -0.74
F -1.84 0.01 0.83
S -0.21 2.14 0.68
O -0.77 2.75 -0.53
O -0.89 2.65 1.87
O 1.28 2.34 0.67
C 1.70 -3.86 1.02
F 0.97 -2.97 0.32
F 1.05 -4.95 1.28
F 2.71 -4.14 0.25
S 2.24 -2.89 2.53
O 2.56 -1.53 2.03
O 1.12 -2.94 3.40
O 3.47 -3.61 2.97

***

## 2
162
Properties=species:S:1:pos:R:3 method="wB97M-V/def2-TZVPD" gap_ev=7.75 homo_energy_ev=-19.815 total_charge=+6
C 1.11 -2.02 2.99
C 0.67 -3.02 4.03
O 0.09 -4.02 3.78
N 1.02 -2.78 5.48
H 1.23 -3.67 5.95
H 1.80 -2.14 5.60
C -0.20 -2.24 6.23
H 2.15 -2.21 2.71
H 1.04 -0.99 3.33
H 0.54 -2.22 2.09
H -0.04 -2.37 7.30
H -1.07 -2.79 5.89
H -0.27 -1.16 6.08
C -0.61 -3.16 -3.68
C -0.57 -1.96 -4.57
O -1.49 -1.26 -4.84
N 0.81 -1.45 -4.94
H 0.85 -0.46 -4.67
H 1.50 -1.89 -4.33
C 1.02 -1.50 -6.44
H 0.31 -3.75 -3.74
H -1.43 -3.80 -4.00
H -0.72 -2.83 -2.65
H 0.26 -0.83 -6.84
H 0.80 -2.51 -6.76
H 2.01 -1.15 -6.69
C 1.60 3.90 -3.02
C 2.94 4.12 -2.41
O 3.10 4.36 -1.27
N 4.13 4.39 -3.37
H 3.88 3.94 -4.25
H 4.04 5.40 -3.58
C 5.59 4.19 -3.04
H 1.45 4.69 -3.76
H 0.87 3.95 -2.22
H 1.51 2.93 -3.51
H 5.83 3.16 -2.82
H 5.82 4.84 -2.20
H 6.07 4.51 -3.96
C -6.39 4.75 -0.82
C -5.49 3.67 -1.28
O -5.37 2.56 -0.88
N -4.66 4.05 -2.49
H -5.09 4.82 -3.00
H -3.79 4.55 -2.16
C -4.31 2.99 -3.47
H -7.19 4.36 -0.20
H -6.78 5.34 -1.65
H -5.82 5.45 -0.19
H -3.45 3.31 -4.04
H -5.17 2.81 -4.10
H -4.13 2.08 -2.89
C 7.14 0.85 -0.73
C 7.60 2.18 -0.24
O 7.09 3.23 -0.41
N 8.91 2.14 0.55
H 8.66 1.75 1.47
H 9.56 1.43 0.20
C 9.63 3.44 0.71
H 6.12 0.88 -1.09
H 7.11 0.15 0.11
H 7.84 0.47 -1.46
H 10.19 3.47 1.64
H 8.94 4.28 0.65
H 10.31 3.54 -0.12
C 1.48 -8.43 -3.17
C 1.82 -7.93 -1.75
C 1.05 -6.64 -1.46
N 1.22 -6.04 -0.09
C 0.38 -6.82 0.87
C 2.67 -5.97 0.37
C 3.22 -4.77 -0.37
C 2.06 -3.76 -0.41
C 0.81 -4.59 -0.08
H 1.93 -9.40 -3.31
H 1.93 -7.73 -3.88
H 0.42 -8.48 -3.37
H 2.87 -7.65 -1.72
H 1.49 -8.71 -1.06
H -0.01 -6.69 -1.71
H 1.43 -5.89 -2.16
H -0.66 -6.67 0.57
H 0.51 -6.40 1.87
H 0.67 -7.86 0.80
H 2.54 -5.77 1.44
H 3.18 -6.90 0.18
H 4.15 -4.42 0.06
H 3.45 -5.14 -1.38
H 2.19 -3.03 0.38
H 2.05 -3.24 -1.37
H 0.40 -4.42 0.91
H 0.01 -4.39 -0.79
C -8.56 -1.21 -0.30
C -7.24 -1.86 -0.71
C -6.08 -1.08 -0.10
N -4.75 -1.78 -0.18
C -4.37 -2.16 -1.57
C -4.67 -2.96 0.76
C -3.19 -3.13 1.18
C -2.51 -1.80 0.77
C -3.67 -0.89 0.40
H -8.66 -0.19 -0.69
H -8.66 -1.07 0.77
H -9.39 -1.78 -0.71
H -7.17 -1.77 -1.80
H -7.23 -2.92 -0.47
H -6.27 -0.84 0.94
H -5.92 -0.13 -0.61
H -5.15 -2.81 -1.97
H -3.44 -2.72 -1.51
H -4.25 -1.25 -2.14
H -5.07 -3.84 0.26
H -5.32 -2.77 1.61
H -2.75 -4.00 0.72
H -3.22 -3.21 2.26
H -1.71 -1.90 0.05
H -2.04 -1.39 1.67
H -3.43 -0.10 -0.31
H -4.09 -0.43 1.29
C -1.84 5.01 6.07
C -1.43 4.34 4.75
C -0.15 3.55 4.88
N 0.41 3.07 3.58
C -0.50 2.21 2.76
C 1.69 2.31 3.82
C 2.50 2.37 2.52
C 2.07 3.69 1.90
C 0.95 4.22 2.78
H -1.01 5.52 6.57
H -2.20 4.27 6.79
H -2.63 5.72 5.87
H -1.29 5.17 4.05
H -2.24 3.74 4.34
H -0.33 2.66 5.50
H 0.63 4.05 5.45
H 0.01 1.91 1.86
H -1.43 2.75 2.63
H -0.67 1.32 3.38
H 1.49 1.30 4.18
H 2.19 2.77 4.67
H 2.32 1.51 1.87
H 3.56 2.25 2.75
H 1.84 3.59 0.85
H 2.84 4.45 1.93
H 0.18 4.80 2.29
H 1.44 4.85 3.53
C -0.70 6.20 0.04
F -0.68 6.69 1.29
F -0.65 7.22 -0.80
F 0.39 5.41 -0.11
S -2.25 5.22 -0.21
O -3.34 6.07 0.15
O -2.18 4.92 -1.65
O -2.08 4.06 0.65
C -0.84 0.84 -1.76
F -1.35 1.57 -0.79
F -1.67 -0.17 -2.09
F -0.66 1.60 -2.83
S 0.76 0.10 -1.18
O 0.46 -0.50 0.12
O 1.11 -0.89 -2.21
O 1.68 1.23 -1.14

***

The least stable of them is 1.

***

## 1
37
Properties=species:S:1:pos:R:3 method="wB97M-V/def2-TZVPD" gap_ev=6.49 homo_energy_ev=-8.184
Sn 1.03 -0.07 -1.56
C 0.63 1.13 4.33
C 1.03 0.12 3.30
C 1.14 -1.24 3.59
C 1.46 -2.14 2.60
C 1.67 -1.63 1.33
Br 2.03 -2.81 -0.13
N 1.60 -0.36 1.02
C 1.27 0.50 1.99
H 0.99 0.84 5.32
H -0.46 1.21 4.39
H 1.03 2.12 4.10
H 0.96 -1.59 4.60
H 1.54 -3.20 2.79
H 1.19 1.55 1.70
F -4.04 -1.28 -1.48
C -3.65 -1.00 -0.26
F -3.97 -2.00 0.55
F -4.24 0.11 0.16
S -1.79 -0.77 -0.20
O -1.25 -1.46 -1.36
O -1.39 -1.22 1.10
N -1.50 0.78 -0.31
S -1.79 1.62 -1.63
O -0.56 1.76 -2.40
O -2.99 1.29 -2.33
C -2.05 3.27 -0.87
F -3.11 3.24 -0.06
F -0.98 3.64 -0.17
F -2.26 4.15 -1.84
Se 5.09 -3.79 -4.65
Sb 3.08 -2.66 -5.14
Se 2.47 -0.75 -3.68
Se 2.23 -2.18 -7.45
Se 1.02 -3.77 -6.03
O 2.23 3.76 -0.36
C 2.31 2.82 -0.96

***

## 2
37
Properties=species:S:1:pos:R:3 method="wB97M-V/def2-TZVPD" gap_ev=6.12 homo_energy_ev=-7.925
Sn 0.99 -0.97 0.88
C 0.01 1.65 -4.12
C 0.11 0.33 -3.42
C -0.80 -0.71 -3.65
C -0.69 -1.90 -2.96
C 0.33 -1.99 -2.03
Br 0.44 -3.53 -0.90
N 1.22 -1.05 -1.79
C 1.10 0.09 -2.48
H 0.77 1.73 -4.90
H 0.17 2.47 -3.41
H -0.96 1.78 -4.58
H -1.60 -0.57 -4.36
H -1.39 -2.71 -3.10
H 1.84 0.86 -2.25
F -1.54 3.64 1.61
C -0.22 3.70 1.45
F 0.06 4.22 0.26
F 0.30 4.45 2.40
S 0.53 1.98 1.58
O 1.23 1.70 0.34
O 1.30 1.93 2.78
N -0.71 0.94 1.76
S -1.64 0.71 0.45
O -1.55 -0.69 0.10
O -1.46 1.68 -0.59
C -3.39 0.95 1.09
F -3.40 1.11 2.40
F -3.91 2.03 0.51
F -4.12 -0.11 0.76
Se 5.51 -2.75 5.31
Sb 3.76 -4.04 4.05
Se 2.38 -2.67 2.47
Se 6.20 -4.15 3.42
Se 2.80 -5.93 5.09
O -2.30 -1.91 3.17
C -1.37 -2.27 2.66

***

The least stable of them is 2.

***

## 1
5
Properties=species:S:1:pos:R:3 method="wB97M-V/def2-TZVPD" gap_ev=7.68 homo_energy_ev=-8.599
P 1.34 0.65 1.85
N -0.08 0.33 1.41
S -1.42 -0.24 0.91
N 0.41 -1.01 -2.00
P -0.25 0.27 -2.18

***

## 2
5
Properties=species:S:1:pos:R:3 method="wB97M-V/def2-TZVPD" gap_ev="7.52 / 7.52" homo_energy_ev="-8.614 / -8.615"
P 2.03 1.45 -0.30
P 0.41 1.00 -1.32
N -1.04 0.36 0.19
N -0.82 -0.72 0.42
S -0.58 -2.10 1.01

***

The least stable of them is 2.

***

## 1
9
Properties=species:S:1:pos:R:3 method="wB97M-V/def2-TZVPD" gap_ev="8.71 / 8.08" homo_energy_ev="-8.812 / -9.256"
C -0.72 0.85 1.14
C 0.51 0.82 0.66
C 0.24 -1.27 -1.42
Cl 1.72 1.75 0.31
Br -1.21 2.11 2.67
H -1.45 0.01 1.21
H -0.82 -1.21 -1.64
H 0.64 -2.13 -0.86
H 1.09 -0.93 -2.09

***

## 2
9
Properties=species:S:1:pos:R:3 method="wB97M-V/def2-TZVPD" gap_ev=10.46 homo_energy_ev=-9.648
C 0.03 -0.36 1.47
C 0.34 0.61 0.59
Br 2.12 1.26 0.30
C -0.75 1.36 -0.32
Cl -1.68 0.07 -1.10
H 0.59 -0.98 2.23
H -0.94 -0.75 1.63
H -1.60 1.90 0.12
H -0.11 1.79 -1.00

***

The least stable of them is 1.

***

## 1
16
Properties=species:S:1:pos:R:3 method="wB97M-V/def2-TZVPD" gap_ev="9.44 / 5.15" spin_multiplicity=2 homo_energy_ev="-13.524 / -13.475" s_squared=0.765 total_charge=+1
O 0.52 -1.94 2.73
C 0.27 -1.87 1.57
C -0.74 -0.91 0.91
C -0.08 0.55 0.55
C 0.09 0.87 -0.87
C -0.90 0.71 -1.74
N 1.47 1.09 -1.06
H 0.70 -2.48 0.72
H -1.08 -1.25 -0.12
H -1.56 -0.78 1.70
H -0.64 1.27 1.13
H 0.91 0.64 1.09
H -0.71 0.89 -2.85
H -1.93 0.38 -1.46
H 1.68 1.41 -1.99
H 2.01 1.42 -0.31

***

## 2
16
Properties=species:S:1:pos:R:3 method="wB97M-V/def2-TZVPD" gap_ev="8.98 / 5.13" spin_multiplicity=2 homo_energy_ev="-14.039 / -14.003" s_squared=0.754 total_charge=+1
C 1.05 0.07 0.20
C 0.02 0.16 -0.95
C -1.24 0.86 -0.63
C -2.07 1.49 -1.55
C 0.85 -1.18 1.01
N 1.51 -1.35 2.17
O -0.06 -1.93 0.70
H 1.03 1.00 0.77
H 1.99 0.10 -0.35
H 0.40 0.57 -1.89
H -0.36 -0.86 -1.19
H -1.65 0.51 0.32
H -3.08 1.80 -1.32
H -1.84 1.60 -2.60
H 2.39 -0.92 2.44
H 1.07 -1.93 2.86

***

The least stable of them is 1.